Entry 1:
This record from the Open Molecules 2025 dataset describes FeH14O11P as an isolated structure at a distorted geometry. The level of theory is ωB97M-V/def2-TZVPD.

XYZ file:
```
27
Properties=species:S:1:pos:R:3:mulliken_charge:R:1
Fe -0.52 0.54 -0.07 1.108
P 0.73 -1.13 1.57 1.024
O 0.15 -2.20 2.46 -0.861
O 0.17 -1.26 0.05 -0.525
O 2.25 -1.18 1.53 -0.870
O 0.14 0.33 1.86 -0.863
O 1.85 -1.58 -1.99 -0.759
H 1.17 -1.53 -1.26 0.335
H 2.53 -2.14 -1.60 0.309
O -2.40 -0.09 0.89 -0.448
H -3.35 0.01 0.77 0.232
H -2.26 -0.57 1.72 0.285
O -1.47 0.30 -1.98 -0.557
H -0.98 -0.41 -2.42 0.261
H -2.09 0.64 -2.63 0.224
O -1.79 -2.84 -0.85 -0.699
H -1.14 -2.32 -0.30 0.437
H -1.49 -2.72 -1.75 0.245
O 2.26 1.94 1.55 -0.751
H 2.84 1.54 2.20 0.319
H 1.38 1.52 1.74 0.422
O 1.34 1.32 -0.82 -0.447
H 1.95 1.16 -1.54 0.225
H 1.85 1.79 -0.12 0.341
O -0.84 2.63 0.36 -0.524
H -1.70 2.83 0.74 0.266
H -0.55 3.43 -0.10 0.269
```

**Charge**: -1
**Lowest unoccupied orbital energy (alpha / beta)**: 1.7719 / 1.7653 eV
**Gap between HOMO and LUMO (alpha / beta)**: 4.99 / 4.97 eV
**ΔE to the lowest compared entry with this formula, charge and spin**: 0.0 kcal/mol
**HOMO level (alpha / beta)**: -3.217 / -3.206 eV
**Spin multiplicity**: 5



Entry 2:
This record from the Open Molecules 2025 dataset describes C28H35CrN11O12 as an isolated structure at a distorted geometry. The level of theory is ωB97M-V/def2-TZVPD.

XYZ file:
```
87
Properties=species:S:1:pos:R:3:mulliken_charge:R:1
Cr -6.23 17.44 -21.73 0.902
N -3.44 16.12 -22.80 0.643
O -2.52 16.78 -23.28 -0.579
O -3.48 14.92 -22.82 -0.588
O -4.44 16.78 -22.33 -0.124
N -5.61 19.63 -22.98 1.383
O -5.19 20.59 -23.55 -0.742
O -6.39 18.77 -23.44 -0.221
O -5.25 19.30 -21.80 -0.508
N -7.99 18.16 -19.94 1.239
O -8.24 17.95 -21.16 -0.193
O -8.81 18.23 -19.07 -0.602
O -6.74 18.18 -19.73 -0.594
N -7.14 15.01 -23.49 0.897
O -8.04 14.69 -24.22 -0.573
O -6.22 14.27 -23.18 -0.627
O -7.14 16.23 -23.01 -0.486
N -5.06 25.12 -19.93 0.009
C -4.96 25.04 -21.29 -0.914
C -4.91 23.71 -21.64 -0.303
C -5.02 22.99 -20.42 -0.132
C -5.06 23.87 -19.37 -1.174
H -5.00 26.00 -19.44 0.199
H -4.96 25.92 -21.90 0.426
H -4.71 23.28 -22.60 0.500
H -4.95 21.91 -20.35 0.937
H -5.00 23.68 -18.32 0.425
N -2.80 17.91 -19.79 0.128
C -3.97 18.14 -19.12 -0.447
C -4.31 16.99 -18.44 -0.714
C -3.35 16.02 -18.82 -0.594
C -2.41 16.61 -19.62 -0.682
H -2.33 18.65 -20.28 0.749
H -4.32 19.15 -19.18 0.274
H -5.11 16.92 -17.73 0.510
H -3.36 14.98 -18.53 0.391
H -1.47 16.31 -20.05 0.443
N -10.05 21.32 -23.05 0.128
C -10.05 21.00 -21.72 -0.664
C -8.79 21.21 -21.23 -0.801
C -8.06 21.85 -22.28 0.430
C -8.86 21.91 -23.38 -1.207
H -10.83 21.18 -23.67 0.225
H -10.91 20.53 -21.27 0.412
H -8.54 21.15 -20.18 0.578
H -7.02 22.12 -22.18 0.475
H -8.67 22.29 -24.37 0.415
N -7.21 22.85 -26.57 -0.009
C -8.02 22.96 -27.67 -0.562
C -7.92 21.79 -28.37 -0.868
C -6.99 20.95 -27.68 0.026
C -6.62 21.62 -26.54 -0.423
H -6.94 23.63 -25.99 0.244
H -8.63 23.83 -27.85 0.411
H -8.42 21.56 -29.30 0.406
H -6.89 19.90 -27.91 0.550
H -6.03 21.28 -25.71 0.266
N -4.10 17.11 -26.11 0.054
C -4.46 15.91 -26.65 -0.488
C -5.72 16.09 -27.16 -1.362
C -6.15 17.41 -26.86 0.583
C -5.13 18.02 -26.18 -0.756
H -3.27 17.29 -25.57 0.252
H -3.75 15.11 -26.63 0.445
H -6.30 15.35 -27.68 0.400
H -7.11 17.80 -27.13 0.414
H -4.97 18.99 -25.73 0.366
N -10.03 17.88 -26.64 0.090
C -9.46 17.93 -25.39 -0.176
C -10.32 17.35 -24.51 -0.180
C -11.52 17.06 -25.24 -0.900
C -11.31 17.41 -26.54 -0.603
H -9.71 18.34 -27.47 0.219
H -8.44 18.28 -25.30 0.266
H -10.23 17.18 -23.45 0.502
H -12.37 16.55 -24.81 0.384
H -11.98 17.41 -27.38 0.397
N -2.27 20.53 -22.15 0.273
C -2.16 21.06 -20.90 -0.546
C -1.00 20.60 -20.35 -0.492
C -0.45 19.67 -21.28 -0.687
C -1.29 19.60 -22.34 -0.466
H -3.08 20.67 -22.74 0.186
H -2.84 21.84 -20.61 0.263
H -0.55 20.88 -19.41 0.380
H 0.46 19.10 -21.12 0.422
H -1.27 18.95 -23.20 0.470
```

**Charge**: -1
**Lowest unoccupied orbital energy (alpha / beta)**: 0.3680 / 1.8491 eV
**Gap between HOMO and LUMO (alpha / beta)**: 6.11 / 7.59 eV
**HOMO level (alpha / beta)**: -5.745 / -5.744 eV
**Spin multiplicity**: 4



Entry 3:
This record from the Open Molecules 2025 dataset describes a 2-piece molecular cluster, C3H5N3O overall at a distorted geometry. The level of theory is ωB97M-V/def2-TZVPD.

XYZ file:
```
12
Properties=species:S:1:pos:R:3:mulliken_charge:R:1
N -1.79 -0.86 0.96 -0.488
C -0.67 -1.59 1.09 0.432
N 0.32 -2.17 1.22 -0.477
C 1.61 0.50 0.04 -0.486
O 1.90 -0.53 -0.69 -0.302
C 0.72 1.42 -0.69 0.268
N -0.56 1.37 -0.57 -0.587
H -2.59 -1.38 0.62 0.262
H -1.61 0.02 0.45 0.375
H 2.41 -1.15 -0.14 0.439
H 1.24 2.22 -1.23 0.375
H -1.00 2.15 -1.05 0.189
```

**Lowest unoccupied orbital energy**: 0.3158 eV
**Gap between HOMO and LUMO**: 9.35 eV
**ΔE to the lowest compared entry with this formula, charge and spin**: 99.0 kcal/mol
**HOMO level**: -9.035 eV



Entry 4:
This record from the Open Molecules 2025 dataset describes a 2-piece molecular cluster, CH4ClPS overall at a distorted geometry. The level of theory is ωB97M-V/def2-TZVPD.

XYZ file:
```
8
Properties=species:S:1:pos:R:3:mulliken_charge:R:1
C -1.37 -0.06 -0.15 -0.555
P 2.45 0.74 0.23 0.139
S -2.04 1.51 -0.74 -0.092
Cl 3.18 -1.01 -0.58 -0.184
H -0.32 -0.32 -0.41 0.103
H -2.10 -0.89 -0.29 0.308
H -1.48 0.10 0.97 0.227
H 1.69 -0.07 0.97 0.055
```

**Lowest unoccupied orbital energy (alpha / beta)**: -1.5088 / -1.8778 eV
**Gap between HOMO and LUMO (alpha / beta)**: 7.93 / 6.96 eV
**ΔE to the lowest compared entry with this formula, charge and spin**: 61.6 kcal/mol
**HOMO level (alpha / beta)**: -9.443 / -8.836 eV



Entry 5:
This record from the Open Molecules 2025 dataset describes a 2-piece molecular cluster, C2H7N3O overall at a distorted geometry. The level of theory is ωB97M-V/def2-TZVPD.

XYZ file:
```
13
Properties=species:S:1:pos:R:3:mulliken_charge:R:1
N -2.20 1.57 -0.41 -0.469
C -2.21 0.44 -0.20 0.435
N -2.15 -0.81 0.21 -0.244
O -1.01 -1.57 -0.16 -0.432
H -2.98 -1.39 0.08 0.270
H -0.23 -1.03 0.14 0.494
C 1.88 0.36 -0.42 -0.813
N 0.87 0.20 0.63 -0.639
H 2.58 1.17 -0.23 0.323
H 1.36 0.56 -1.36 0.301
H 2.43 -0.57 -0.51 0.307
H 1.32 0.03 1.52 0.213
H 0.33 1.05 0.71 0.255
```

**Lowest unoccupied orbital energy**: 0.8539 eV
**Gap between HOMO and LUMO**: 10.13 eV
**ΔE to the lowest compared entry with this formula, charge and spin**: 78.1 kcal/mol
**SMILES**: N#CNO.CN
**HOMO level**: -9.274 eV



Entry 6:
This record from the Open Molecules 2025 dataset describes a 22-piece molecular cluster, C34H110BFNO31PS overall at a distorted geometry. The level of theory is ωB97M-V/def2-TZVPD.

XYZ file:
```
180
Properties=species:S:1:pos:R:3:mulliken_charge:R:1
C -2.50 -3.59 4.71 -1.232
C -2.89 -3.67 3.24 0.230
N -1.79 -3.19 2.40 0.338
C -1.95 -3.39 0.97 -0.741
B -1.25 -4.80 0.57 1.026
O -1.64 -5.35 -0.64 -0.691
O -0.37 -5.37 1.39 -0.607
C -0.27 -6.80 1.44 -0.356
C -1.58 -7.46 1.76 -1.092
O -3.39 -3.56 0.65 -0.218
S -4.10 -2.63 -0.37 1.657
O -4.43 -1.40 0.26 -0.684
O -5.15 -3.39 -0.98 -0.803
C -2.93 -2.29 -1.69 -0.191
P -3.29 -0.59 -2.29 0.201
O -2.70 -0.31 -3.61 -0.444
O -2.86 0.39 -1.15 -0.468
O -4.86 -0.54 -2.36 -0.589
C -1.45 -2.34 -1.22 -0.974
F -0.74 -1.31 -1.82 -0.359
C -1.32 -2.21 0.27 0.347
C 0.16 -2.14 0.67 -1.524
C 0.53 -0.75 1.16 -0.497
O 1.66 -0.78 2.04 -0.458
C 2.87 -1.21 1.54 0.337
O 3.17 -2.42 1.57 -0.658
C 3.79 -0.15 1.06 0.360
C 3.20 0.82 0.06 -1.342
H -2.37 -4.57 5.14 0.284
H -1.60 -3.00 4.83 0.430
H -3.28 -3.10 5.26 0.116
H -3.78 -3.07 3.11 0.211
H -3.08 -4.70 2.99 -0.055
H -1.59 -2.22 2.60 0.310
H -0.88 -5.72 -1.11 0.280
H 0.44 -7.04 2.21 0.404
H 0.13 -7.17 0.50 0.304
H -2.22 -7.57 0.90 0.284
H -2.09 -6.95 2.56 0.193
H -1.37 -8.46 2.12 0.472
H -3.14 -2.92 -2.54 0.720
H -2.44 1.16 -1.54 0.381
H -5.13 -0.38 -3.28 0.347
H -0.98 -3.25 -1.56 0.535
H -1.77 -1.28 0.58 0.891
H 0.39 -2.81 1.48 0.646
H 0.80 -2.41 -0.17 0.370
H -0.28 -0.41 1.79 0.495
H 0.65 -0.04 0.36 0.243
H 4.67 -0.62 0.66 -0.032
H 4.12 0.40 1.93 0.556
H 2.68 0.26 -0.70 0.323
H 3.98 1.39 -0.42 0.487
H 2.49 1.46 0.55 0.292
C 2.04 2.30 4.38 -0.491
O 2.49 1.78 3.13 -0.372
H 2.53 3.26 4.51 -0.054
H 0.96 2.44 4.37 0.314
H 2.33 1.64 5.20 0.308
H 2.06 0.93 2.99 0.282
C 7.49 -1.05 -0.15 -0.107
O 7.12 0.27 0.27 -0.573
H 7.33 -1.72 0.69 0.298
H 6.84 -1.35 -0.98 0.087
H 8.53 -1.09 -0.45 -0.024
H 7.24 0.88 -0.46 0.277
C -7.68 1.98 -3.53 -0.624
O -7.69 0.63 -3.06 -0.488
H -8.66 2.18 -3.97 0.344
H -7.52 2.68 -2.71 0.306
H -6.91 2.12 -4.28 0.223
H -6.83 0.45 -2.67 0.320
C -6.48 -4.22 5.96 -0.661
O -5.21 -3.74 6.37 -0.309
H -6.53 -4.14 4.88 0.236
H -6.61 -5.27 6.25 0.259
H -7.29 -3.62 6.40 0.306
H -5.17 -3.82 7.33 0.231
C 10.08 -3.68 -0.45 -0.509
O 8.77 -3.75 0.12 -0.459
H 10.53 -2.75 -0.14 0.099
H 10.70 -4.51 -0.08 0.349
H 10.04 -3.71 -1.54 0.276
H 8.38 -4.58 -0.16 0.256
C 3.03 6.08 3.54 -0.619
O 3.47 5.51 2.30 -0.487
H 3.50 7.05 3.65 0.285
H 1.95 6.20 3.53 0.294
H 3.33 5.44 4.37 0.271
H 3.05 4.65 2.20 0.288
C -5.62 -6.05 2.95 -0.509
O -4.54 -6.50 3.77 -0.473
H -5.64 -4.96 2.99 0.057
H -5.49 -6.36 1.91 0.319
H -6.57 -6.44 3.33 0.366
H -4.53 -7.46 3.74 0.261
C 11.57 -0.54 -1.68 -0.646
O 10.41 -0.99 -2.36 -0.427
H 12.31 -1.34 -1.74 0.237
H 11.99 0.36 -2.14 0.304
H 11.36 -0.34 -0.62 0.300
H 9.75 -0.29 -2.31 0.222
C 1.59 0.91 -4.05 -0.561
O 2.49 0.43 -3.04 -0.342
H 1.58 1.99 -3.99 0.323
H 1.94 0.62 -5.04 0.303
H 0.58 0.52 -3.90 0.073
H 2.50 -0.53 -3.11 0.165
C -1.33 7.72 2.70 -0.530
O -0.05 7.13 2.93 -0.487
H -2.03 7.28 3.41 0.286
H -1.30 8.80 2.85 0.228
H -1.67 7.51 1.68 0.182
H 0.56 7.52 2.31 0.263
C -6.87 -4.24 9.92 -0.597
O -5.68 -3.57 9.51 -0.479
H -6.69 -5.31 9.84 0.238
H -7.12 -4.00 10.96 0.302
H -7.72 -3.98 9.28 0.263
H -5.83 -2.63 9.58 0.263
C 6.03 0.14 -4.54 -0.390
O 4.97 1.09 -4.57 -0.517
H 6.54 0.18 -5.49 0.331
H 6.74 0.37 -3.74 0.034
H 5.63 -0.87 -4.38 0.251
H 4.51 1.05 -3.73 0.262
C 8.83 2.52 -5.40 -0.435
O 7.85 2.03 -6.30 -0.506
H 9.66 1.82 -5.41 0.266
H 9.19 3.51 -5.71 0.282
H 8.43 2.59 -4.39 0.097
H 7.11 2.64 -6.29 0.288
C -5.06 0.05 7.79 -0.545
O -4.88 -0.52 6.50 -0.450
H -4.53 1.00 7.81 0.249
H -6.12 0.24 8.00 0.258
H -4.65 -0.59 8.57 0.188
H -5.35 -1.36 6.49 0.257
C -9.17 -2.39 -4.38 -0.489
O -8.43 -1.45 -5.13 -0.512
H -9.27 -3.29 -4.99 0.238
H -8.66 -2.65 -3.45 0.189
H -10.17 -2.01 -4.15 0.235
H -8.34 -0.65 -4.59 0.333
C 9.09 5.08 -2.04 -0.539
O 8.08 4.62 -2.93 -0.437
H 9.91 4.36 -2.07 0.190
H 9.47 6.06 -2.34 0.280
H 8.72 5.14 -1.01 0.273
H 7.36 5.25 -2.90 0.255
C -3.41 9.50 0.11 -0.352
O -1.99 9.60 0.22 -0.475
H -3.70 8.48 0.35 0.223
H -3.90 10.19 0.81 0.297
H -3.73 9.75 -0.91 0.059
H -1.75 10.50 0.01 0.266
C -1.81 -0.98 -7.06 -0.405
O -2.78 0.04 -6.84 -0.523
H -1.64 -1.04 -8.13 0.264
H -0.87 -0.75 -6.56 0.130
H -2.18 -1.95 -6.71 0.212
H -2.94 0.10 -5.90 0.336
C 5.11 -3.53 -1.70 -0.639
O 4.18 -2.45 -1.58 -0.263
H 5.44 -3.59 -2.74 0.298
H 5.97 -3.36 -1.06 0.100
H 4.63 -4.48 -1.43 0.272
H 3.90 -2.41 -0.66 0.155
C -5.04 4.79 -4.72 -0.661
O -5.01 3.45 -4.25 -0.339
H -6.03 4.95 -5.15 0.251
H -4.89 5.50 -3.90 0.292
H -4.29 4.96 -5.49 0.279
H -4.14 3.29 -3.87 0.206
C -3.55 9.36 -3.86 -0.476
O -4.16 10.59 -3.48 -0.514
H -3.62 8.67 -3.02 0.141
H -4.08 8.92 -4.72 0.271
H -2.50 9.52 -4.12 0.282
H -4.10 11.18 -4.23 0.295
```

**Lowest unoccupied orbital energy**: 0.1182 eV
**Gap between HOMO and LUMO**: 9.14 eV
**HOMO level**: -9.024 eV



Q: Which molar mass values were calculated for the entries above? A: 276.920, 769.649, 99.093, 114.537, 89.098, 1122.081, in g mol⁻¹.
Q: Which E_tot values were calculated for the entries above? A: -66431.83108, -98974.20683, -9706.28939, -33745.80308, -8702.89230, -125517.33469, in eV.